No. 1
# C5H13AgNO2

C5H13AgNO2 as an isolated structure at a distorted geometry (the ωB97M-V functional and the def2-TZVPD basis, the OMol25 dataset).

Cartesian coordinates (Å):
C1 2.61 -0.84 0.63
O1 2.64 0.38 -0.18
C2 1.35 0.58 -0.90
C3 0.27 1.50 -0.08
N1 -0.46 0.80 1.04
C4 -1.89 0.45 0.70
O2 -2.06 -0.19 -0.62
C5 -1.54 -1.57 -0.63
H1 1.83 -1.65 0.27
H2 3.65 -1.35 0.80
H3 2.24 -0.51 1.72
H4 1.63 1.20 -1.88
H5 0.92 -0.44 -1.29
H6 0.86 2.45 0.34
H7 -0.51 1.93 -0.88
H8 0.07 -0.01 1.43
H9 -2.36 -0.18 1.60
H10 -2.51 1.46 0.68
H11 -2.37 -2.40 -0.71
H12 -0.88 -1.67 -1.61
H13 -0.80 -1.81 0.28
Ag1 -2.71 1.87 -0.71

Calculated values
charge	+1
HOMO energy	-12.937	eV
electronic energy	-550.01806	a.u.
HOMO-LUMO gap	7.41	eV

Charges in e, computed with natural (NBO), in the same order as the atoms: C -0.283; O -0.539; C -0.099; C -0.247; N -0.661; C 0.054; O -0.648; C -0.300; H 0.170; H 0.237; H 0.167; H 0.220; H 0.186; H 0.251; H 0.127; H 0.405; H 0.259; H 0.059; H 0.234; H 0.219; H 0.206; Ag 0.984

***

No. 2
# C43H32CrF14N4O3PS

C43H32CrF14N4O3PS as an isolated structure (the ωB97M-V functional and the def2-TZVPD basis, the OMol25 dataset).

Cartesian coordinates (Å):
Cr1 0.59 -1.84 -0.29
C1 -3.00 -2.27 2.16
C2 -1.63 -2.13 1.59
N1 -1.36 -1.97 0.36
N2 -2.32 -1.60 -0.56
C3 -1.72 -0.76 -1.37
O1 -0.46 -0.47 -1.35
C4 -2.58 -0.06 -2.37
C5 -2.16 1.16 -2.90
C6 -2.96 1.84 -3.80
C7 -4.17 1.30 -4.20
C8 -4.59 0.09 -3.68
C9 -3.81 -0.59 -2.76
C10 -0.46 -1.91 2.46
C11 -0.51 -2.02 3.84
C12 0.56 -1.53 4.59
C13 1.61 -0.93 3.93
C14 1.60 -0.89 2.54
N3 0.61 -1.39 1.82
H1 -3.74 -2.18 1.36
H2 -3.19 -1.51 2.92
H3 -3.10 -3.25 2.63
H4 -1.21 1.57 -2.58
H5 -2.63 2.80 -4.19
H6 -4.80 1.84 -4.90
H7 -5.55 -0.33 -3.98
H8 -4.13 -1.53 -2.33
H9 -1.37 -2.46 4.32
H10 0.54 -1.60 5.67
H11 2.45 -0.50 4.47
H12 2.41 -0.43 1.99
S1 0.28 -3.18 -2.38
C15 -0.16 -2.15 -3.65
N4 -1.27 -2.49 -4.36
C16 -1.76 -1.80 -5.42
C17 -1.12 -0.68 -5.85
C18 0.04 -0.28 -5.16
C19 0.51 -0.99 -4.09
H13 -1.76 -3.30 -4.02
H14 -2.66 -2.19 -5.85
H15 -1.51 -0.11 -6.68
H16 0.57 0.61 -5.48
H17 1.40 -0.69 -3.55
O2 -0.16 1.11 1.01
P1 0.21 2.54 1.16
C20 -1.25 3.58 1.30
C21 -1.22 4.93 1.66
C22 -2.39 5.67 1.67
C23 -3.60 5.08 1.32
C24 -3.63 3.74 0.95
C25 -2.46 2.99 0.94
C26 1.24 2.85 2.62
C27 0.67 3.16 3.85
C28 1.46 3.21 4.99
C29 2.82 2.95 4.91
C30 3.39 2.63 3.68
C31 2.60 2.58 2.54
C32 1.16 3.16 -0.24
C33 1.81 4.39 -0.23
C34 2.48 4.83 -1.36
C35 2.51 4.04 -2.50
C36 1.86 2.81 -2.51
C37 1.18 2.37 -1.39
H18 -0.29 5.40 1.94
H19 -2.36 6.71 1.97
H20 -4.51 5.66 1.33
H21 -4.57 3.28 0.67
H22 -2.47 1.95 0.66
H23 -0.40 3.35 3.92
H24 1.01 3.46 5.95
H25 3.43 3.00 5.80
H26 4.45 2.42 3.61
H27 3.05 2.31 1.59
H28 1.81 5.00 0.67
H29 3.00 5.78 -1.34
H30 3.04 4.38 -3.38
H31 1.90 2.19 -3.40
H32 0.70 1.40 -1.37
F1 2.76 -0.85 -2.04
C38 2.57 -1.08 -0.68
F2 2.66 0.20 -0.11
C39 3.85 -1.78 -0.24
F3 4.06 -2.89 -0.95
F4 3.81 -2.12 1.06
F5 4.93 -0.99 -0.40
F6 3.44 -4.99 1.57
C40 2.15 -5.06 1.93
F7 1.93 -4.10 2.84
F8 1.97 -6.23 2.56
C41 1.23 -4.85 0.68
O3 1.25 -3.54 0.39
C42 -0.20 -5.36 1.04
F9 -0.28 -6.70 1.10
F10 -1.10 -4.95 0.14
F11 -0.60 -4.89 2.23
C43 1.78 -5.76 -0.48
F12 2.74 -5.15 -1.15
F13 2.27 -6.93 -0.02
F14 0.80 -6.07 -1.36

Calculated values
HOMO energy (spin up / spin down)	-8.165 / -8.345	eV
electronic energy	-5284.87032	a.u.
HOMO-LUMO gap (spin up / spin down)	7.88 / 7.92	eV
spin multiplicity	4

Charges in e, computed with Mulliken, in the same order as the atoms: Cr 0.001; C -2.110; C -0.206; N 2.148; N -1.286; C -0.062; O 1.010; C 0.303; C -0.122; C -1.148; C -0.522; C -0.835; C -0.407; C 1.083; C -0.945; C -1.187; C -1.305; C -0.921; N 2.269; H 0.422; H 0.417; H 0.386; H 0.610; H 0.478; H 0.438; H 0.432; H 0.527; H 0.607; H 0.480; H 0.594; H 0.430; S -0.572; C 0.176; N 0.255; C -0.454; C -0.632; C -0.171; C -0.534; H 0.291; H 0.412; H 0.439; H 0.458; H 0.423; O 0.213; P 1.192; C 0.030; C -0.279; C -0.696; C -0.513; C -0.739; C -0.250; C 0.151; C -0.642; C -0.756; C -0.517; C -0.765; C -0.494; C -0.306; C -0.343; C -0.800; C -0.815; C -0.892; C 1.112; H 0.306; H 0.425; H 0.392; H 0.465; H 0.296; H 0.444; H 0.432; H 0.397; H 0.438; H 0.401; H 0.366; H 0.423; H 0.412; H 0.507; H -0.241; F -0.350; C 0.640; F -0.256; C 0.378; F -0.217; F -0.242; F -0.305; F -0.267; C 0.278; F -0.135; F -0.292; C 0.592; O 0.253; C 0.230; F -0.290; F -0.243; F -0.257; C 0.139; F -0.129; F -0.297; F -0.256

***

No. 3
# C17H20ClO3P

The molecule C17H20ClO3P (the ωB97M-V functional and the def2-TZVPD basis, the OMol25 dataset).

Cartesian coordinates (Å):
C1 -2.46 2.51 1.65
C2 -3.79 1.88 1.20
C3 -3.72 0.37 0.97
C4 -2.63 -0.11 -0.01
C5 -2.38 0.80 -1.21
C6 -1.06 0.45 -1.96
C7 0.05 1.53 -1.88
C8 1.33 1.04 -1.28
C9 2.54 1.26 -1.80
C10 3.76 0.75 -1.11
O1 4.83 1.32 -1.16
C11 3.56 -0.53 -0.36
C12 4.59 -1.45 -0.22
C13 4.34 -2.64 0.45
C14 3.09 -2.90 0.98
C15 2.06 -1.97 0.87
P1 0.40 -2.34 1.55
O2 0.90 -3.65 2.41
Cl1 -0.35 -3.29 -0.17
C16 2.31 -0.78 0.19
C17 1.28 0.30 0.02
O3 0.49 0.58 0.90
H1 -2.33 3.49 1.17
H2 -2.44 2.70 2.72
H3 -1.60 1.91 1.37
H4 -4.17 2.39 0.32
H5 -4.53 2.06 1.98
H6 -4.69 0.01 0.63
H7 -3.54 -0.11 1.94
H8 -2.96 -1.08 -0.41
H9 -1.71 -0.32 0.54
H10 -2.33 1.85 -0.92
H11 -3.20 0.70 -1.92
H12 -1.31 0.31 -3.02
H13 -0.69 -0.52 -1.63
H14 -0.31 2.38 -1.30
H15 0.27 1.90 -2.88
H16 2.68 1.81 -2.72
H17 5.56 -1.23 -0.63
H18 5.13 -3.37 0.56
H19 2.91 -3.83 1.49
H20 0.12 -4.15 2.68

Calculated values
HOMO energy	-9.348	eV
electronic energy	-1687.09219	a.u.
SMILES string	CCCCCCCC1=CC(=O)c2cccc(P(O)Cl)c2C1=O
HOMO-LUMO gap	8.46	eV

Charges in e, computed with natural (NBO), in the same order as the atoms: C -0.632; C -0.404; C -0.390; C -0.409; C -0.400; C -0.398; C -0.426; C -0.022; C -0.248; C 0.512; O -0.504; C -0.053; C -0.167; C -0.195; C -0.172; C -0.355; P 1.165; O -0.988; Cl -0.364; C -0.120; C 0.538; O -0.515; H 0.204; H 0.209; H 0.223; H 0.193; H 0.204; H 0.197; H 0.200; H 0.207; H 0.211; H 0.198; H 0.202; H 0.210; H 0.207; H 0.232; H 0.218; H 0.230; H 0.234; H 0.222; H 0.241; H 0.504

***

No. 4
# C7H12NO2SSi

An isolated ion of composition C7H12NO2SSi and charge -1 at a distorted geometry (the ωB97M-V functional and the def2-TZVPD basis, the OMol25 dataset).

Cartesian coordinates (Å):
C1 -1.18 -2.51 -1.16
C2 -0.45 -1.05 2.07
C3 -2.41 -1.92 -0.38
C4 -0.48 -0.49 0.58
C5 2.49 0.82 0.99
C6 -0.33 2.53 0.22
C7 1.17 0.83 -1.87
N1 -0.04 -2.11 -1.06
O1 -0.12 -0.08 2.78
O2 -0.60 -2.25 2.27
Si1 0.78 0.83 0.02
S1 -2.03 -0.19 -0.02
H1 -1.37 -3.52 -1.66
H2 -3.40 -2.05 -0.82
H3 -2.56 -2.48 0.45
H4 3.02 1.86 0.71
H5 2.22 0.86 2.06
H6 3.32 0.15 0.95
H7 0.27 3.39 0.57
H8 -0.75 2.66 -0.82
H9 -1.24 2.36 0.96
H10 0.82 -0.12 -2.36
H11 0.67 1.59 -2.45
H12 2.21 0.89 -2.03

Calculated values
charge	-1
HOMO energy (spin up / spin down)	-4.142 / -4.141	eV
electronic energy	-1166.81047	a.u.
HOMO-LUMO gap (spin up / spin down)	7.27 / 7.27	eV

Charges in e, computed with natural (NBO), in the same order as the atoms: C 0.005; C 0.734; C -0.605; C -0.592; C -1.098; C -1.081; C -1.118; N -0.432; O -0.734; O -0.713; Si 1.662; S 0.292; H 0.158; H 0.210; H 0.234; H 0.205; H 0.260; H 0.235; H 0.219; H 0.219; H 0.239; H 0.264; H 0.218; H 0.220

***

No. 5
# C43H42HgP2

C43H42HgP2 as an isolated structure at a distorted geometry (the ωB97M-V functional and the def2-TZVPD basis, the OMol25 dataset).

Cartesian coordinates (Å):
Hg1 4.49 -1.74 2.89
C1 5.92 -0.59 -0.74
C2 4.77 0.09 -0.72
C3 3.74 0.10 -1.82
C4 2.55 -0.87 -1.69
C5 2.85 -2.31 -1.34
C6 3.98 -2.99 -1.56
C7 5.16 -2.51 -2.37
C8 6.29 -1.74 -1.63
C9 3.03 -3.33 2.58
H1 6.72 -0.30 -0.04
H2 4.55 0.76 0.12
H3 4.22 -0.08 -2.79
H4 3.31 1.12 -1.87
H5 1.81 -0.47 -0.98
H6 2.04 -0.87 -2.66
H7 2.00 -2.83 -0.87
H8 4.06 -4.03 -1.20
H9 4.83 -1.91 -3.24
H10 5.63 -3.43 -2.74
H11 6.83 -2.46 -1.00
H12 7.02 -1.40 -2.38
H13 3.38 -4.17 3.19
H14 3.08 -3.57 1.51
H15 2.01 -3.02 2.86
P1 -3.97 3.38 1.00
P2 -5.45 0.31 0.27
C10 -4.62 2.86 -0.60
C11 -5.07 1.61 -0.90
C12 -4.43 5.16 1.06
C13 -4.63 5.92 -0.10
C14 -4.96 7.28 0.00
C15 -5.09 7.89 1.25
C16 -4.89 7.12 2.41
C17 -4.58 5.76 2.32
C18 -2.15 3.48 0.66
C19 -1.49 2.25 0.48
C20 -0.13 2.22 0.16
C21 0.58 3.42 0.02
C22 -0.07 4.64 0.21
C23 -1.43 4.68 0.57
C24 -7.23 -0.01 -0.18
C25 -8.14 1.00 0.19
C26 -9.49 0.90 -0.15
C27 -9.95 -0.21 -0.87
C28 -9.05 -1.22 -1.23
C29 -7.70 -1.14 -0.86
C30 -4.65 -1.15 -0.50
C31 -4.33 -2.24 0.34
C32 -3.74 -3.38 -0.21
C33 -3.46 -3.45 -1.58
C34 -3.79 -2.37 -2.41
C35 -4.36 -1.21 -1.87
H16 -4.59 3.60 -1.41
H17 -5.34 1.39 -1.95
H18 -4.52 5.48 -1.09
H19 -5.12 7.86 -0.91
H20 -5.35 8.95 1.32
H21 -4.99 7.60 3.39
H22 -4.43 5.17 3.23
H23 -2.05 1.31 0.57
H24 0.38 1.27 0.02
H25 1.64 3.40 -0.24
H26 0.47 5.58 0.10
H27 -1.92 5.63 0.76
H28 -7.78 1.88 0.74
H29 -10.18 1.69 0.13
H30 -11.01 -0.29 -1.15
H31 -9.40 -2.09 -1.80
H32 -7.02 -1.95 -1.12
H33 -4.54 -2.18 1.40
H34 -3.50 -4.23 0.43
H35 -3.00 -4.34 -2.01
H36 -3.59 -2.41 -3.48
H37 -4.58 -0.36 -2.52
C36 6.23 -2.47 1.94
C37 7.30 -3.06 1.69
C38 8.58 -3.72 1.72
C39 9.52 -3.72 0.65
C40 10.79 -4.29 0.83
C41 11.15 -4.88 2.04
C42 10.23 -4.90 3.10
C43 8.97 -4.33 2.93
H38 9.26 -3.25 -0.30
H39 11.52 -4.27 0.01
H40 12.13 -5.33 2.17
H41 10.49 -5.35 4.06
H42 8.26 -4.32 3.76

Calculated values
HOMO energy	-7.913	eV
electronic energy	-2499.62804	a.u.
HOMO-LUMO gap	6.83	eV

Charges in e, computed with Mulliken, in the same order as the atoms: Hg 0.445; C -0.565; C -0.344; C -0.831; C 0.044; C -0.486; C -0.268; C -1.093; C 0.010; C -1.080; H 0.469; H 0.429; H 0.407; H 0.479; H -0.220; H 0.302; H 0.433; H 0.367; H 0.342; H 0.441; H -0.289; H 0.375; H 0.352; H 0.159; H 0.297; P -0.004; P 0.036; C -0.437; C -0.446; C 0.347; C 0.022; C -0.653; C -0.456; C -0.483; C -0.358; C 0.502; C -0.753; C -0.286; C -0.408; C -0.568; C -0.366; C 0.427; C -0.461; C -0.531; C -0.465; C -0.524; C -0.266; C 0.521; C -0.460; C -0.515; C -0.534; C -0.650; C 0.023; H 0.319; H 0.597; H 0.116; H 0.373; H 0.362; H 0.375; H 0.370; H 0.382; H 0.366; H 0.370; H 0.358; H 0.283; H 0.361; H 0.359; H 0.350; H 0.361; H 0.289; H 0.369; H 0.396; H 0.386; H 0.398; H 0.177; C -0.432; C -0.116; C 0.644; C -0.205; C -0.525; C -0.374; C -0.493; C -0.457; H 0.390; H 0.349; H 0.362; H 0.350; H 0.358

***

No. 6
# C4H4N2

The molecule C4H4N2 at a distorted geometry (the ωB97M-V functional and the def2-TZVPD basis, the OMol25 dataset).

Cartesian coordinates (Å):
C1 -0.59 0.12 0.12
C2 -1.58 -0.50 -0.08
C3 -3.71 -0.01 -0.03
C4 0.77 0.57 -0.01
N1 -4.38 0.91 0.00
N2 -2.82 -1.00 0.01
H1 0.96 1.55 0.40
H2 1.54 -0.13 0.41
H3 0.90 0.34 -1.07
H4 -2.98 -1.91 0.39

Calculated values
HOMO energy	-9.084	eV
electronic energy	-264.21268	a.u.
SMILES string	CC#CNC#N
HOMO-LUMO gap	9.66	eV

Charges in e, computed with natural (NBO), in the same order as the atoms: C -0.006; C 0.117; C 0.419; C -0.694; N -0.347; N -0.655; H 0.244; H 0.240; H 0.248; H 0.435